Version A
# H5N2P

A molecular structure, H5N2P (ωB97M-V with the def2-TZVPD basis set, the OMol25 dataset).

Cartesian coordinates (Å):
N -0.05 -0.49 0.97
N -0.71 0.30 0.00
P 0.24 1.09 -1.13
H -0.65 -0.60 1.78
H 0.19 -1.42 0.61
H -1.60 -0.08 -0.34
H 1.36 -0.24 -1.71
H 1.21 1.44 -0.18

Properties
LUMO level (eV): 1.05
Gap between HOMO and LUMO (eV): 10.0
HOMO level (eV): -8.956

=====

Version B
# H5N2P

2 unconnected molecules or ions with the total composition H5N2P (ωB97M-V with the def2-TZVPD basis set, the OMol25 dataset).

Cartesian coordinates (Å):
N 0.01 -1.75 0.01
N -0.31 -0.36 0.17
P -1.72 0.41 -0.12
H -0.87 -2.08 -0.51
H 0.93 -1.81 -0.50
H 0.44 0.14 0.64
H 0.79 3.09 0.14
H 0.74 2.36 0.18

Properties
LUMO level (eV): -0.20
Gap between HOMO and LUMO (eV): 7.1
HOMO level (eV): -7.319

=====

Energy ordering: version A at the bottom, the next structure 131.5 kJ/mol above.

=====

Version A
# C3H4O2S

C3H4O2S in the gas phase (ωB97M-V with the def2-TZVPD basis set, the OMol25 dataset).

Cartesian coordinates (Å):
C -1.60 -0.07 0.66
C -0.03 0.00 -0.03
C 0.53 0.01 -1.28
S 1.76 0.04 0.05
O 2.39 -1.17 0.50
O 2.40 1.33 0.18
H -2.30 -0.93 0.35
H -2.10 0.81 0.15
H -1.24 0.12 1.71
H 0.20 -0.14 -2.28

Properties
LUMO level (eV): 0.55
SMILES: CC1=CS1(=O)=O
Gap between HOMO and LUMO (eV): 10.6
HOMO level (eV): -10.099

=====

Version B
# C3H4O2S

C3H4O2S in the gas phase (ωB97M-V with the def2-TZVPD basis set, the OMol25 dataset).

Cartesian coordinates (Å):
O -1.68 -1.25 0.21
C -1.77 -0.17 -0.27
O -0.81 0.84 -0.27
C 0.50 0.39 0.51
C 1.43 -0.32 -0.37
S 3.00 -0.33 -0.06
H -2.69 0.30 -0.68
H 0.19 -0.03 1.43
H 0.94 1.35 0.75
H 0.88 -0.77 -1.25

Properties
LUMO level (eV): -0.61
SMILES: O=COCC=S
Gap between HOMO and LUMO (eV): 8.7
HOMO level (eV): -9.294

=====

Energy ordering: version B at the bottom, the next structure 305.1 kJ/mol above.